[1]
{"formula": "C3H12N2O2", "method": "ωB97M-V/def2-TZVPD", "lumo_ev": 0.69, "e_above_lowest_ev": 1.4191, "max_force_ev_per_a": 1.64, "gap_ev": 7.8, "homo_energy_ev": -7.11, "smiles": "C/C(N)=C/N.O.O", "symbols": ["O", "O", "N", "N", "C", "C", "C", "H", "H", "H", "H", "H", "H", "H", "H", "H", "H", "H", "H"], "xyz": [[2.05648, -1.59420, -3.47761], [-2.79150, -0.92386, 0.23489], [0.78907, 0.03944, 2.71621], [-0.80916, 1.73364, 1.15843], [0.11606, 0.70738, -0.94437], [-0.02835, 0.73102, 0.56776], [0.73568, -0.08741, 1.31077], [0.13369, 1.72770, -1.31914], [-1.04946, 2.56694, 0.64024], [-0.68122, 0.12448, -1.41011], [-3.12276, -1.25108, -0.63007], [1.37490, -2.17985, -3.10024], [2.65675, -2.17132, -3.99916], [-0.58297, 1.89004, 2.12611], [-2.28416, -0.12276, 0.02830], [-0.04040, 0.21739, 3.23579], [1.20458, -0.77490, 3.13835], [1.21639, -0.93100, 0.84462], [1.10637, 0.29838, -1.12078]]}

***

[2]
{"formula": "C3H12N2O4", "method": "ωB97M-V/def2-TZVPD", "lumo_ev": 0.25, "e_above_lowest_ev": 0.6058, "max_force_ev_per_a": 1.75, "gap_ev": 9.4, "homo_energy_ev": -9.17, "smiles": "c1c[nH]cn1.O.O.O.O", "symbols": ["O", "O", "O", "O", "N", "N", "C", "C", "C", "H", "H", "H", "H", "H", "H", "H", "H", "H", "H", "H", "H"], "xyz": [[-1.00992, -3.35306, -2.71557], [-0.08198, 2.61868, -0.55593], [-0.04808, 1.35811, 2.77393], [2.52799, 1.78022, 0.41711], [-1.06154, 0.01162, -0.36413], [0.31848, -1.69570, -0.55176], [0.05370, -0.48356, -0.94423], [-0.66503, -2.01317, 0.33763], [-1.59671, -1.01550, 0.40885], [0.35521, 3.45770, -0.72009], [-0.41059, -2.64550, -2.97113], [0.18125, 1.20238, 3.69297], [-0.29523, 0.49868, 2.42109], [2.87800, 2.57289, 0.83799], [-1.15809, -3.19642, -1.77980], [0.77545, 0.12342, -1.46773], [-1.36242, 0.97605, -0.34438], [-2.45984, -0.78654, 1.00549], [0.52607, 2.09658, -0.03296], [3.33094, 1.54183, -0.06248], [-0.79769, -3.04872, 0.61513]]}

***

[3]
{"formula": "C3H12N2OP", "method": "ωB97M-V/def2-TZVPD", "charge": 1, "lumo_ev": [-6.13, -4.87], "e_above_lowest_ev": 4.2804, "max_force_ev_per_a": 4.72, "gap_ev": [8.9, 8.6], "homo_energy_ev": [-14.98, -13.51], "symbols": ["P", "O", "N", "N", "C", "C", "C", "H", "H", "H", "H", "H", "H", "H", "H", "H", "H", "H", "H"], "xyz": [[-0.30352, 0.02340, 0.57916], [0.74572, 1.14065, 0.35290], [1.26118, -2.11401, -0.78380], [-1.61505, 0.49810, -0.27535], [-0.80887, -0.08518, 2.33705], [-1.43988, 0.83125, -1.72033], [2.01351, 0.76983, -0.07343], [-1.16670, -0.00584, -2.46778], [-2.39777, 0.01287, -0.12314], [2.59111, 1.48262, -0.74442], [0.38772, -2.68009, -1.11057], [1.95051, -0.22327, -0.56171], [2.62721, 0.70632, 0.88606], [-2.35075, 1.36398, -2.09522], [1.69186, -2.73702, -0.14697], [-0.16631, -0.95861, 2.72134], [-0.63465, 0.87589, 2.71316], [-1.81231, -0.39762, 2.33873], [-0.57299, 1.49674, -1.82566]]}

***

[4]
{"formula": "C3H12N2OS", "method": "ωB97M-V/def2-TZVPD", "charge": 1, "s2": 0.7542, "lumo_ev": [-3.79, -9.18], "e_above_lowest_ev": 0.6753, "max_force_ev_per_a": 2.05, "gap_ev": [9.8, 4.4], "multiplicity": 2, "homo_energy_ev": [-13.62, -13.61], "symbols": ["S", "O", "N", "N", "C", "C", "C", "H", "H", "H", "H", "H", "H", "H", "H", "H", "H", "H", "H"], "xyz": [[3.29109, 0.06684, 1.70792], [-4.57471, 0.37564, 0.11514], [0.45832, 1.15517, 0.88127], [-1.27032, -0.23759, -1.13545], [0.20217, -0.34751, -1.02454], [0.80994, -0.16829, 0.36447], [2.32927, -0.24264, 0.17371], [2.58626, 0.54838, -0.51927], [0.35613, 1.08494, 1.89487], [2.67772, -1.13602, -0.33392], [-0.49482, 1.24362, 0.51070], [3.65631, -1.18959, 1.73708], [-3.65920, 0.63995, 0.32510], [-1.73079, -0.97169, -0.61118], [0.55645, -1.03493, 0.99380], [-1.39758, -0.32293, -2.13522], [0.63349, -1.24797, -1.47977], [0.52329, 0.51695, -1.60284], [-4.95303, 1.26768, 0.13813]]}

***

[5]
{"formula": "C3H12N2OS2", "method": "ωB97M-V/def2-TZVPD", "lumo_ev": 0.62, "e_above_lowest_ev": 0.0000, "max_force_ev_per_a": 1.30, "gap_ev": 9.6, "homo_energy_ev": -8.94, "smiles": "NC[C@H](N)CSS.O", "symbols": ["S", "S", "O", "N", "N", "C", "C", "C", "H", "H", "H", "H", "H", "H", "H", "H", "H", "H", "H", "H"], "xyz": [[1.39186, 0.40869, 2.14448], [2.67110, 1.97690, 2.01076], [-0.99013, 3.80431, -0.05717], [-1.68948, -2.31314, -0.86163], [-0.86134, 0.57618, -0.54895], [-0.24186, -0.58912, 0.08355], [-0.32242, -1.81378, -0.81276], [1.19649, -0.26631, 0.46203], [1.76344, 0.36078, -0.21707], [0.08767, -1.66929, -1.81669], [-0.39121, 4.31000, -0.58154], [3.79658, 1.32021, 2.31936], [-1.99338, -2.76068, -1.71117], [-1.50512, 0.28815, -1.27805], [-1.87927, -2.91327, -0.08351], [1.71160, -1.20042, 0.52394], [-0.75684, -0.89214, 0.99359], [-0.88862, 2.87888, -0.28235], [0.34613, -2.57877, -0.40311], [-1.44518, 1.07282, 0.11629]]}

***

[6]
{"formula": "C3H12N2S", "method": "ωB97M-V/def2-TZVPD", "lumo_ev": 0.91, "e_above_lowest_ev": 0.4484, "max_force_ev_per_a": 2.25, "gap_ev": 9.6, "homo_energy_ev": -8.67, "smiles": "NCCN.CS", "symbols": ["S", "N", "N", "C", "C", "C", "H", "H", "H", "H", "H", "H", "H", "H", "H", "H", "H", "H"], "xyz": [[-3.28727, 0.08816, 0.42009], [0.30049, 1.02262, -0.90548], [2.03689, -2.25599, 0.11846], [-2.46292, 1.53842, 1.02507], [1.15757, -0.21992, -1.03149], [1.06739, -1.16207, 0.19577], [2.98775, -1.87905, 0.30381], [0.08038, -1.63634, 0.22528], [-1.43723, 1.26369, 1.36482], [2.26563, 0.06613, -1.16344], [0.27981, 1.48693, -1.81533], [0.80338, -0.76786, -1.92926], [1.18833, -0.50682, 1.09438], [-2.92213, 2.01194, 1.88423], [-2.44338, -0.10146, -0.68370], [0.84698, 1.60641, -0.28168], [1.88188, -2.88555, 0.91808], [-2.34353, 2.33077, 0.26039]]}